Record 1
8
Properties=species:S:1:pos:R:3:forces:R:3:mulliken_charge:R:1 method="wB97M-V/def2-TZVPD" relative_energy_kj_mol=347.3 e_lumo_ev=0.575 largest_force_ha_per_bohr=0.0895 homo_ev=-8.635 e_tot_ha=-283.12572
C 1.273 1.326 1.919 0.590 0.130 -0.459 0.48
C -0.918 -0.742 -0.885 0.685 -1.012 -1.131 -0.17
N 1.869 1.664 0.959 1.793 3.002 -2.991 -0.38
O 0.780 0.781 2.794 -1.620 -1.035 2.286 -0.40
O -1.500 -1.145 0.197 0.107 -0.442 0.770 -0.31
H -0.798 -1.741 -1.546 -0.596 1.571 1.155 0.09
H 2.138 2.598 0.532 -0.779 -2.107 1.119 0.30
H -1.498 -0.459 0.899 -0.181 -0.108 -0.749 0.39

=====

Record 2
8
Properties=species:S:1:pos:R:3:forces:R:3:mulliken_charge:R:1 method="wB97M-V/def2-TZVPD" relative_energy_kj_mol=335.3 e_lumo_ev=0.774 largest_force_ha_per_bohr=0.0371 homo_ev=-10.442 e_tot_ha=-283.13029
O -0.985 -0.516 1.132 1.462 -0.289 -1.190 -0.47
C 0.235 -0.326 0.401 -0.765 0.653 0.760 0.17
C 0.321 0.903 -0.435 -0.285 1.075 1.064 -0.11
N 0.295 0.262 -1.536 0.402 0.534 0.063 -0.32
O 0.259 -0.993 -0.861 -0.388 -1.542 -0.478 -0.23
H -1.611 -0.758 0.425 -0.016 0.147 0.426 0.32
H 1.125 -0.524 1.004 -0.369 -0.319 0.196 0.32
H 0.362 1.953 -0.130 -0.041 -0.259 -0.841 0.32

=====

Record 3
8
Properties=species:S:1:pos:R:3:forces:R:3:mulliken_charge:R:1 method="wB97M-V/def2-TZVPD" relative_energy_kj_mol=88.2 e_lumo_ev=0.850 largest_force_ha_per_bohr=0.0129 homo_ev=-10.792 e_tot_ha=-283.22441
H 0.596 -2.113 0.341 0.064 -0.041 -0.117 0.23
N 0.209 -1.178 0.386 0.130 -0.002 -0.317 -0.58
C 0.313 -0.546 -0.701 0.050 -0.253 0.195 0.12
O -0.161 0.717 -0.777 -0.109 -0.015 0.013 -0.32
C -0.489 1.198 0.494 -0.512 0.285 0.313 0.26
O -1.597 1.512 0.778 0.578 0.032 -0.210 -0.41
H 0.731 -0.869 -1.657 -0.043 -0.013 0.171 0.36
H 0.399 1.279 1.136 -0.158 0.007 -0.049 0.33

=====

Record 4
9
Properties=species:S:1:pos:R:3:forces:R:3:mulliken_charge:R:1 method="wB97M-V/def2-TZVPD" relative_energy_kj_mol=239.6 e_lumo_ev=-0.890 largest_force_ha_per_bohr=0.1483 homo_ev=-9.650 e_tot_ha=-681.36804
O -1.168 1.434 0.141 1.814 -5.803 -0.385 -0.61
C -1.174 0.135 0.001 -4.038 6.464 0.211 0.58
O -2.408 -0.404 -0.204 -1.575 0.007 0.914 -0.47
C -0.275 -0.995 0.058 3.846 0.037 1.067 0.05
N 1.024 -1.064 0.135 -0.452 0.619 -0.780 -0.41
S 2.070 0.316 -0.087 -2.375 -0.865 0.565 -0.05
H -3.218 0.122 0.140 2.502 -0.542 -0.998 0.37
H -0.744 -1.906 0.339 -0.596 -0.680 -0.285 0.36
H 0.968 1.093 0.127 0.873 0.763 -0.309 0.17

=====

Record 5
9
Properties=species:S:1:pos:R:3:forces:R:3:mulliken_charge:R:1 method="wB97M-V/def2-TZVPD" relative_energy_kj_mol=548.3 e_lumo_ev=-0.372 largest_force_ha_per_bohr=0.0787 homo_ev=-8.762 e_tot_ha=-681.25047
C -1.227 -0.482 0.023 0.074 -1.177 0.615 0.61
C 0.795 -0.558 0.312 -0.403 1.989 -0.145 -0.76
N -1.384 0.705 -0.243 -0.789 1.626 -0.721 -0.07
O -1.735 -1.544 0.141 -0.012 -0.946 0.008 -0.52
O -0.603 1.727 -0.112 0.338 1.036 0.285 -0.31
S 1.162 1.124 0.354 0.185 -2.589 -3.106 0.04
H 0.802 -1.021 -0.683 0.531 -0.192 0.973 0.37
H 0.703 -1.028 1.276 0.302 -0.432 -0.173 0.40
H 1.487 1.075 -1.067 -0.226 0.685 2.264 0.24

=====

Record 6
9
Properties=species:S:1:pos:R:3:forces:R:3:mulliken_charge:R:1 method="wB97M-V/def2-TZVPD" relative_energy_kj_mol=414.7 e_lumo_ev=-0.204 largest_force_ha_per_bohr=0.0594 homo_ev=-8.981 e_tot_ha=-681.30138
O 2.149 0.123 0.043 -0.663 -0.695 -2.897 -0.44
C 0.968 0.764 -0.114 -2.220 1.333 -0.540 -0.10
O -0.187 0.042 0.464 -1.637 -1.347 0.203 -0.11
N -1.206 -0.556 -0.356 0.827 0.166 0.194 -0.35
C -2.230 -1.184 -0.103 2.543 1.633 -0.451 0.51
S -3.576 -1.947 -0.214 -0.685 -0.454 0.292 -0.33
H 2.476 0.187 0.898 0.734 0.219 2.556 0.33
H 0.842 1.636 0.653 0.670 -0.826 -2.026 0.22
H 0.765 0.935 -1.271 0.432 -0.029 2.668 0.27

=====

Record 7
9
Properties=species:S:1:pos:R:3:forces:R:3:mulliken_charge:R:1 method="wB97M-V/def2-TZVPD" relative_energy_kj_mol=28.4 e_lumo_ev=-0.248 largest_force_ha_per_bohr=0.0473 homo_ev=-9.160 e_tot_ha=-681.44850
N 0.656 -0.017 1.742 0.632 -0.374 1.188 -0.31
C 0.910 -0.413 0.506 -1.282 0.714 -0.966 0.74
O 1.868 -0.959 0.001 0.236 -0.086 0.319 -0.63
C -0.256 0.036 -0.475 0.751 -0.246 0.768 0.24
O 0.071 -0.261 -1.682 1.457 -1.198 -1.538 -0.49
S -1.621 0.803 -0.110 -0.449 0.206 0.499 -0.37
H -0.284 0.243 1.952 -0.568 0.428 -0.172 0.15
H 1.240 -0.181 2.547 0.319 -0.242 -0.381 0.25
H 0.953 -0.770 -1.666 -1.097 0.798 0.283 0.42

=====

Record 8
9
Properties=species:S:1:pos:R:3:forces:R:3:mulliken_charge:R:1 method="wB97M-V/def2-TZVPD" relative_energy_kj_mol=216.3 e_lumo_ev="0.174 / -3.313" largest_force_ha_per_bohr=0.1255 spin_multiplicity=3 homo_ev="-6.620 / -10.812" e_tot_ha=-681.21616
C -0.967 -0.299 -0.087 2.248 0.211 0.945 0.07
C 0.206 0.653 -0.125 -5.304 -0.162 0.622 -0.30
N -2.092 0.223 0.160 -1.925 1.395 -0.227 -0.55
O 2.886 0.880 0.125 -0.290 1.164 1.373 -0.52
O 1.830 -1.370 0.049 -0.655 -3.916 1.395 -0.50
S 1.716 0.030 -0.026 5.134 0.897 -3.809 0.83
H -0.916 -1.426 -0.044 1.086 1.255 -0.497 0.36
H 0.205 1.748 -0.253 -0.624 -0.781 0.186 0.35
H -2.867 -0.441 0.198 0.331 -0.063 0.011 0.27

=====

Record 9
9
Properties=species:S:1:pos:R:3:forces:R:3:mulliken_charge:R:1 method="wB97M-V/def2-TZVPD" relative_energy_kj_mol=532.9 e_lumo_ev="-0.194 / -3.671" largest_force_ha_per_bohr=0.0849 spin_multiplicity=3 homo_ev="-7.509 / -9.273" e_tot_ha=-681.09554
C -0.898 -1.502 0.672 4.181 1.203 0.361 -0.20
C 0.079 0.963 -0.309 1.389 -1.615 -1.031 -0.81
N -1.137 1.370 -0.126 0.712 1.933 1.293 0.70
O -1.480 2.270 0.691 0.013 -0.819 -0.797 -0.54
O -2.095 0.791 -0.828 -0.750 -1.567 0.231 -0.39
S -2.238 -0.982 0.049 -2.843 0.583 -1.096 0.04
H 0.189 -1.234 0.893 -1.922 -1.021 0.050 0.39
H 0.883 1.331 0.302 -0.193 0.404 0.137 0.35
H 0.313 0.245 -1.131 -0.586 0.899 0.853 0.46

=====

Record 10
10
Properties=species:S:1:pos:R:3:forces:R:3:mulliken_charge:R:1 method="wB97M-V/def2-TZVPD" relative_energy_kj_mol=473.2 e_lumo_ev=-1.476 largest_force_ha_per_bohr=0.0587 homo_ev=-9.379 e_tot_ha=-1079.44054
C 1.892 0.068 0.789 2.078 0.616 -0.947 -0.03
C -1.922 0.151 -0.802 -1.167 -2.574 0.394 -0.26
N -1.070 1.017 -0.591 -0.904 2.878 -0.104 -0.14
O -0.029 -1.600 0.983 -1.021 -0.773 0.789 -0.46
O 0.174 0.806 -0.424 1.996 -1.730 0.024 -0.21
S 3.310 0.404 0.052 -1.186 -0.288 0.997 -0.13
S 0.795 -1.031 -0.049 0.316 1.807 -0.520 0.47
H -2.957 0.512 -0.849 0.461 -0.546 -0.264 0.26
H -1.604 -0.930 -0.723 -0.938 0.962 -0.453 0.20
H 1.411 0.603 1.614 0.366 -0.351 0.084 0.29

=====

Record 11
9
Properties=species:S:1:pos:R:3:forces:R:3:mulliken_charge:R:1 method="wB97M-V/def2-TZVPD" relative_energy_kj_mol=56.9 e_lumo_ev="7.114 / 7.113" charge=-2 largest_force_ha_per_bohr=0.0638 homo_ev="2.104 / 2.142" e_tot_ha=-358.33694
C 1.869 -0.117 0.057 -1.347 1.825 -1.269 0.48
C 0.249 0.006 -0.006 0.592 0.126 -1.775 -0.68
N -2.738 0.464 0.212 -2.812 -1.648 -0.357 -0.33
O 2.391 -0.237 1.175 0.553 -0.522 0.413 -0.70
O -3.798 -0.302 0.042 2.245 1.712 0.392 -0.59
O 2.439 0.084 -1.080 -0.443 -0.766 1.437 -0.75
H 0.071 0.790 -0.843 0.035 -1.396 1.343 0.18
H -0.394 0.309 0.874 1.162 -0.661 -0.808 0.28
H -0.089 -0.998 -0.431 0.016 1.329 0.624 0.11

=====

Record 12
9
Properties=species:S:1:pos:R:3:forces:R:3:mulliken_charge:R:1 method="wB97M-V/def2-TZVPD" relative_energy_kj_mol=149.2 e_lumo_ev=0.365 largest_force_ha_per_bohr=0.0935 homo_ev=-10.877 e_tot_ha=-358.47283
O -0.156 0.083 1.729 0.073 0.377 0.437 -0.54
C -0.676 0.687 0.822 0.283 -0.482 -1.047 0.21
N -0.535 0.181 -0.493 -0.414 1.607 2.773 -0.20
C 0.793 -0.289 -0.737 -0.695 -3.749 -2.928 0.41
O 1.488 0.140 -1.595 0.309 0.578 0.452 -0.44
O 0.963 -1.581 -0.192 -0.341 3.625 1.148 -0.46
H -1.132 1.693 0.939 -0.329 -0.640 -0.043 0.35
H -1.277 0.388 -1.140 0.783 0.325 -0.788 0.25
H 0.532 -1.303 0.668 0.331 -1.641 -0.004 0.41

=====

Copy entry 7 word for word.
9
Properties=species:S:1:pos:R:3:forces:R:3:mulliken_charge:R:1 method="wB97M-V/def2-TZVPD" relative_energy_kj_mol=28.4 e_lumo_ev=-0.248 largest_force_ha_per_bohr=0.0473 homo_ev=-9.160 e_tot_ha=-681.44850
N 0.656 -0.017 1.742 0.632 -0.374 1.188 -0.31
C 0.910 -0.413 0.506 -1.282 0.714 -0.966 0.74
O 1.868 -0.959 0.001 0.236 -0.086 0.319 -0.63
C -0.256 0.036 -0.475 0.751 -0.246 0.768 0.24
O 0.071 -0.261 -1.682 1.457 -1.198 -1.538 -0.49
S -1.621 0.803 -0.110 -0.449 0.206 0.499 -0.37
H -0.284 0.243 1.952 -0.568 0.428 -0.172 0.15
H 1.240 -0.181 2.547 0.319 -0.242 -0.381 0.25
H 0.953 -0.770 -1.666 -1.097 0.798 0.283 0.42